18 unconnected molecules or ions with the total composition C120H180N16O16. Source: the Open Molecules 2025 dataset; level of theory: the ωB97M-V functional and the def2-TZVPD basis.

Properties
- charge = +8
- electronic energy (eV) = -183877.4131
- orbital gap (eV) = 4.40
- HOMO level (eV) = -16.07

Positions of all 332 atoms, in Å:
C -6.6078 -2.4849 5.6576
C -5.3565 -1.6567 5.5470
C -4.5319 -1.8703 6.8002
N -3.3278 -0.8206 6.8612
C -2.6608 -0.7014 5.5778
C -2.4928 -1.3279 8.0716
C -3.0057 -0.7228 9.2802
C -3.3192 0.7289 8.8692
C -3.8021 0.5682 7.4229
H -6.3949 -3.5467 5.5448
H -7.3387 -2.2368 4.9477
H -6.9625 -2.3400 6.6484
H -5.7429 -0.6326 5.4793
H -4.7448 -1.8866 4.6489
H -4.0171 -2.8012 6.6864
H -5.0738 -1.7571 7.7415
H -2.5778 -1.7233 5.2159
H -1.7302 -0.1715 5.6657
H -3.3259 -0.1720 4.9215
H -1.4857 -0.9432 7.7710
H -2.4459 -2.4011 8.0972
H -2.3709 -0.7974 10.2032
H -3.8714 -1.2764 9.5628
H -2.5468 1.4674 8.9122
H -4.0815 1.2151 9.4729
H -3.3720 1.3755 6.8248
H -4.8934 0.6386 7.3792
C 3.6993 -1.3227 13.1579
C 3.9526 -0.9885 11.7132
C 5.3904 -1.0475 11.3116
N 5.8032 -1.0087 9.8662
C 5.3031 -2.1824 9.0924
C 7.2721 -1.0127 9.7066
C 7.4583 -0.5674 8.2504
C 6.3120 0.4142 7.9491
C 5.3822 0.2808 9.1654
H 2.6527 -1.2140 13.4697
H 4.2502 -0.6929 13.8997
H 3.9682 -2.3841 13.4002
H 3.6041 -0.0166 11.5386
H 3.3392 -1.5946 11.0330
H 5.8266 -1.9346 11.7025
H 5.9189 -0.1737 11.6894
H 5.8604 -2.9965 9.5665
H 5.5605 -2.0920 8.0477
H 4.1910 -2.1933 9.2665
H 7.6692 -2.0280 9.8812
H 7.7471 -0.2820 10.3561
H 7.4304 -1.4596 7.6100
H 8.4373 -0.1570 8.1320
H 5.7253 0.2504 7.0483
H 6.7572 1.3977 7.8680
H 4.3488 0.2805 8.8453
H 5.5514 1.1186 9.8877
C -1.4053 -8.9901 1.8732
C -0.1764 -8.3806 2.6376
C 0.4919 -9.5753 3.2995
N 1.6939 -9.1849 4.0900
C 2.8430 -8.6976 3.2124
C 2.2760 -10.3962 4.9132
C 1.7674 -10.2299 6.2680
C 1.8859 -8.7498 6.4490
C 1.2960 -8.2067 5.1889
H -1.8700 -9.6931 2.5786
H -1.1902 -9.5848 0.9930
H -2.0651 -8.1922 1.6854
H -0.5494 -7.6854 3.3658
H 0.5063 -7.7131 2.0581
H 0.8706 -10.2930 2.5653
H -0.2051 -10.0411 3.9562
H 2.4234 -8.1198 2.3673
H 3.3826 -9.5345 2.8302
H 3.4487 -7.9796 3.8436
H 3.3271 -10.3289 4.8922
H 2.0103 -11.2995 4.3721
H 2.4059 -10.5730 7.0100
H 0.8112 -10.6066 6.4943
H 2.8993 -8.5012 6.6991
H 1.3844 -8.3521 7.3239
H 1.4463 -7.1351 4.8940
H 0.2100 -8.3445 5.3062
C 4.0700 1.7442 1.6125
C 5.1443 2.8092 1.3236
C 4.7342 3.5801 0.0056
N 5.7708 4.4845 -0.5113
C 6.1934 5.4245 0.5679
C 5.2740 5.2588 -1.7089
C 6.5910 5.6857 -2.3542
C 7.5408 4.4480 -2.2088
C 6.9750 3.7274 -0.9760
H 4.1165 0.8219 1.0265
H 3.0982 2.1707 1.4451
H 4.0857 1.4668 2.6929
H 6.1187 2.3588 1.2201
H 5.1955 3.5921 2.1146
H 3.9251 4.2484 0.2814
H 4.4424 2.8662 -0.7944
H 5.3543 5.9351 0.9573
H 6.9238 6.0839 0.1619
H 6.5896 4.8375 1.3847
H 4.5983 6.0411 -1.3604
H 4.8021 4.6099 -2.3969
H 6.9223 6.6116 -1.8718
H 6.4375 5.9190 -3.4245
H 8.5920 4.7402 -2.1766
H 7.4530 3.7409 -3.0017
H 7.6419 3.5951 -0.1039
H 6.7451 2.7089 -1.2061
C -10.6205 -0.7225 2.3725
N -10.6088 -1.6137 1.1890
C -9.4559 -2.0797 0.6957
C -9.4005 -3.0244 -0.3197
C -10.6325 -3.6058 -0.6821
C -11.7894 -3.1657 -0.0667
C -11.7989 -2.1195 0.7836
C -10.6837 -4.7020 -1.6904
C -9.9902 -4.5355 -2.9029
C -9.9994 -5.5347 -3.8026
N -10.5720 -6.7356 -3.5704
C -11.3233 -6.8866 -2.4841
C -11.4737 -5.8845 -1.5645
C -10.5830 -7.7755 -4.5999
H -11.6447 -0.4434 2.5113
H -10.0941 0.1400 2.0321
H -10.2076 -1.2160 3.2903
H -8.5488 -1.5518 1.0962
H -8.4260 -3.3315 -0.7300
H -12.7450 -3.5577 -0.3009
H -12.6880 -1.6658 1.1262
H -9.4828 -3.5668 -3.2254
H -9.4208 -5.4426 -4.7021
H -11.8222 -7.8294 -2.3432
H -11.9709 -6.1732 -0.6707
H -9.8343 -7.6026 -5.3816
H -11.5946 -7.9292 -4.9706
H -10.4096 -8.7446 -4.1505
C 3.8258 -2.6942 -15.0960
N 3.4654 -1.5989 -14.0576
C 3.4339 -1.8419 -12.7779
C 3.1729 -0.9061 -11.7716
C 3.1021 0.3879 -12.2260
C 3.3208 0.6934 -13.5552
C 3.4540 -0.2895 -14.4624
C 2.9084 1.4862 -11.2413
C 3.9019 2.4736 -11.0800
C 3.7511 3.3590 -10.0246
N 2.7007 3.2324 -9.2056
C 1.6970 2.3727 -9.3415
C 1.8059 1.5047 -10.4365
C 2.4961 4.3967 -8.3025
H 2.8343 -3.0263 -15.5411
H 4.2915 -3.5243 -14.5104
H 4.4842 -2.3454 -15.8777
H 3.5987 -2.8229 -12.3797
H 3.0360 -1.2285 -10.7706
H 3.3902 1.7122 -13.9338
H 3.5939 -0.1125 -15.5047
H 4.8383 2.5549 -11.7079
H 4.4815 4.1689 -9.8581
H 1.0273 2.2477 -8.4476
H 1.0112 0.7517 -10.4345
H 3.1776 4.3692 -7.4549
H 1.5002 4.4140 -7.9068
H 2.7112 5.3525 -8.8344
C -5.7556 3.9690 0.4931
N -5.8855 5.2295 1.2241
C -6.6314 5.3252 2.3284
C -6.9784 6.5082 2.9588
C -6.3841 7.6856 2.4439
C -5.4010 7.4560 1.4998
C -5.2023 6.2482 0.8148
C -6.5732 8.9564 3.1777
C -5.8490 8.9328 4.4313
C -5.8781 10.0740 5.2056
N -6.4336 11.1845 4.5913
C -7.1997 11.1870 3.4667
C -7.2281 10.0596 2.6695
C -6.2360 12.5418 5.2652
H -4.7410 3.9059 0.1689
H -6.4153 3.9503 -0.3586
H -5.9127 3.1307 1.1230
H -6.9566 4.3884 2.7582
H -7.5664 6.4834 3.8838
H -4.8588 8.2847 1.1069
H -4.3718 6.0972 0.0149
H -5.4653 8.0101 4.8342
H -5.3425 10.1935 6.1459
H -7.6130 12.1742 3.2245
H -7.6190 10.0627 1.6533
H -7.1699 12.9971 5.5437
H -5.6234 13.1168 4.4567
H -5.4828 12.4201 6.1104
C -2.8479 1.5101 -3.8247
N -3.8389 2.2913 -4.5659
C -5.1525 2.3843 -4.1794
C -5.9620 3.0133 -5.0560
C -5.5516 3.5669 -6.2704
C -4.2367 3.3555 -6.6627
C -3.3761 2.7434 -5.7476
C -6.5090 4.3688 -7.0569
C -7.4835 3.8348 -7.8466
C -8.3616 4.6342 -8.5020
N -8.3325 5.9667 -8.4131
C -7.3191 6.5008 -7.6684
C -6.3988 5.7573 -7.0053
C -9.3571 6.7404 -9.0778
H -3.3483 1.4713 -2.8327
H -1.8377 2.0555 -3.9358
H -2.8383 0.4930 -4.1906
H -5.4409 1.8063 -3.3052
H -6.9709 3.1315 -4.6673
H -3.9507 3.7585 -7.6289
H -2.3204 2.6505 -5.9667
H -7.5352 2.7499 -7.9795
H -9.1149 4.1926 -9.1101
H -7.3033 7.5880 -7.6090
H -5.4947 6.1976 -6.5041
H -9.2497 6.5154 -10.1545
H -9.2371 7.7844 -8.8140
H -10.3443 6.5310 -8.6941
C 6.9172 -4.1121 -2.7686
N 8.4487 -4.1601 -2.7558
C 9.1119 -3.0194 -2.8763
C 10.5054 -3.0128 -2.8477
C 11.1509 -4.2191 -2.6484
C 10.4334 -5.3783 -2.6453
C 9.0470 -5.3468 -2.7633
C 12.6034 -4.3764 -2.4709
C 13.4113 -3.8517 -1.4704
C 14.6653 -4.4065 -1.2981
N 15.1584 -5.3301 -2.1382
C 14.4781 -5.5529 -3.2792
C 13.1820 -5.1820 -3.4395
C 16.3957 -6.1397 -1.8716
H 6.6088 -4.8838 -2.1431
H 6.5712 -4.4506 -3.6932
H 6.5776 -3.1065 -2.5106
H 8.5028 -2.1041 -2.9032
H 11.0694 -2.1105 -2.9341
H 10.9036 -6.3245 -2.6565
H 8.3764 -6.2149 -2.8819
H 12.9747 -3.4205 -0.6049
H 15.2667 -4.1307 -0.4776
H 14.9489 -6.0744 -4.0744
H 12.6247 -5.4629 -4.3520
H 17.1937 -5.4616 -1.4990
H 16.6094 -6.7223 -2.7742
H 16.2774 -6.8515 -1.0602
C 3.2498 0.0247 -4.0935
N 2.2220 0.1729 -3.0413
C 1.1874 0.9544 -3.0905
C 0.3517 1.2089 -1.9940
C 0.5127 0.4696 -0.8458
C 1.6285 -0.4249 -0.8141
C 2.4961 -0.4376 -1.8756
C -0.3933 0.7483 0.2872
C -1.7716 0.9796 0.0699
C -2.5579 1.4687 1.0559
N -2.0079 1.7481 2.2933
C -0.8282 1.2704 2.6504
C 0.0377 0.7736 1.6040
C -2.9129 2.4753 3.3422
H 2.7220 0.2986 -5.0135
H 3.6124 -0.9694 -4.1070
H 4.0982 0.6464 -3.8800
H 1.0236 1.5447 -3.9910
H -0.2875 2.0854 -1.9697
H 1.8371 -1.0298 0.0071
H 3.2964 -1.1367 -2.0083
H -2.1053 0.7894 -0.9773
H -3.5809 1.7835 0.8873
H -0.5071 1.4073 3.7293
H 1.0806 0.5863 1.7790
H -3.5058 1.6809 3.7347
H -3.6022 3.2006 2.8846
H -2.2686 2.9469 4.0490
C 7.3590 -0.0544 -0.5717
C 6.3271 -0.1359 -1.6795
O 6.3275 -1.2224 -2.3256
O 5.5041 0.8033 -1.8410
H 8.2209 -0.6254 -0.8418
H 6.8314 -0.3372 0.3178
H 7.6884 0.9745 -0.4337
C -7.8903 1.2001 3.4251
C -7.0019 0.2897 2.4846
O -5.8869 0.7520 2.2680
O -7.4851 -0.8345 2.1212
H -7.8929 2.3066 3.1970
H -7.4065 1.0263 4.4238
H -8.9182 0.9268 3.6646
C 3.2612 -4.6409 2.1637
C 1.8167 -5.0769 2.5174
O 1.7356 -5.9778 3.3920
O 0.8633 -4.4407 1.9565
H 3.4538 -3.5541 2.4369
H 3.3986 -4.6562 1.0615
H 3.9627 -5.2548 2.7785
C -5.2540 -1.0605 -0.4571
C -5.1327 0.1918 -1.2884
O -4.5504 1.2277 -0.8737
O -5.6958 0.1455 -2.4169
H -5.9184 -0.9448 0.3829
H -4.3048 -1.4076 -0.0973
H -5.5490 -1.9050 -1.0145
C 3.4073 -1.4897 -8.1340
C 2.5145 -0.2393 -7.9495
O 1.3955 -0.2716 -8.5391
O 2.9636 0.7660 -7.2751
H 3.5775 -1.9511 -7.1580
H 4.3924 -1.1768 -8.4308
H 3.0065 -2.2608 -8.8076
C -1.2651 4.7969 -1.1465
C -2.6158 5.0777 -0.5156
O -2.8005 4.6993 0.6890
O -3.4111 5.7962 -1.2304
H -1.4708 4.7583 -2.1849
H -0.8240 3.8431 -0.7115
H -0.5251 5.5554 -0.8607
C 1.0570 1.9876 7.3416
C -0.0718 1.7395 6.4559
O 0.0598 1.8870 5.1854
O -1.1138 1.4150 6.9967
H 2.0392 2.1264 6.9223
H 1.0275 1.0433 7.9221
H 0.9612 2.8661 8.0020
C 1.0074 5.0242 -4.9854
C -0.1782 4.0909 -5.1575
O -0.6302 3.8775 -6.3397
O -0.6170 3.5680 -4.1313
H 1.8946 4.3638 -4.9374
H 0.9419 5.6532 -4.0761
H 1.0856 5.6881 -5.8249